No. 1
The molecule C4H8FNS. Source: OMol25; level of theory: ωB97M-V/def2-TZVPD.

```
! RIJCOSX wB97M-V def2-TZVPD def2/J DEFGRID3
* xyz 0 1
C -0.987 0.474 -0.456
C 0.435 0.219 -0.717
C 1.258 -1.015 -0.409
C 1.394 0.391 0.303
H -2.267 0.321 1.182
H -2.352 -1.208 0.014
H -0.801 1.489 0.221
H -1.551 0.685 -1.241
H 0.608 -1.821 0.119
H 2.289 -1.164 -0.896
H 2.387 0.890 -0.008
H -0.517 -0.007 1.432
N -1.630 -0.399 0.597
F 0.815 0.767 -2.021
S 0.918 0.378 1.879
*
```

Values from the calculation:
E_LUMO = 0.011 Ha
Relative energy (zero: lowest compared OMol25 entry of this formula, charge and spin) = 3.942 eV
HOMO = -0.286 Ha
SMILES = NC[C@]1(F)C[C@@H]1S

Let us look at the Mulliken charges, expressed in e, one per atom:
1. C -1.51
2. C 1.11
3. C -0.73
4. C -0.25
5. H 0.33
6. H 0.32
7. H 0.43
8. H 0.59
9. H 0.23
10. H 0.29
11. H 0.30
12. H 0.29
13. N -0.60
14. F -0.39
15. S -0.42

No. 2
A structure of composition C4H8IN2. Source: OMol25; level of theory: ωB97M-V/def2-TZVPD.

```
! RIJCOSX wB97M-V def2-TZVPD def2/J DEFGRID3
* xyz 1 1
C 0.129 1.050 0.189
C 0.582 -0.270 0.777
C -0.687 -2.106 -0.204
C -1.198 1.423 -0.098
N 1.251 1.675 -0.369
N 0.367 -1.333 -0.209
I -2.663 -0.080 -0.011
H 1.643 -0.130 0.983
H 0.026 -0.587 1.721
H -0.894 -2.592 -1.141
H -1.182 -2.306 0.743
H -1.704 2.272 -0.584
H 1.297 2.579 -0.683
H 0.774 -0.985 -1.070
H 2.260 1.390 -0.045
*
```

Values from the calculation:
E_LUMO (spin up / spin down) = -0.172 / -0.172 Ha
Relative energy (zero: lowest compared OMol25 entry of this formula, charge and spin) = 2.436 eV
HOMO (spin up / spin down) = -0.454 / -0.454 Ha

Let us look at the Mulliken charges, expressed in e, one per atom:
1. C 0.84
2. C -1.02
3. C -0.57
4. C -0.78
5. N -0.45
6. N 0.02
7. I 0.20
8. H 0.34
9. H 0.40
10. H 0.34
11. H 0.50
12. H 0.45
13. H 0.21
14. H 0.32
15. H 0.21

No. 3
A cluster of 2 separate species, C4H8INO2 in total. Source: OMol25; level of theory: ωB97M-V/def2-TZVPD.

```
! RIJCOSX wB97M-V def2-TZVPD def2/J DEFGRID3
* xyz 0 1
C 0.479 -1.018 -0.276
C -0.177 1.203 1.223
C -0.066 1.471 -1.385
C -0.607 0.757 -0.130
N 0.180 -1.934 0.580
O 1.351 -0.939 -1.102
O 1.021 -3.081 0.472
I -2.623 -0.024 -0.029
H -0.745 2.070 1.749
H -0.324 0.475 2.070
H 0.803 1.540 1.284
H 0.556 0.809 -1.937
H -0.964 1.842 -1.876
H 0.605 2.299 -1.153
H -0.729 -2.293 0.971
H 1.242 -3.175 -0.461
*
```

Values from the calculation:
E_LUMO = 0.013 Ha
Relative energy (zero: lowest compared OMol25 entry of this formula, charge and spin) = 4.224 eV
HOMO = -0.316 Ha

Let us look at the Mulliken charges, expressed in e, one per atom:
1. C 0.50
2. C -1.31
3. C -1.03
4. C 0.21
5. N 0.00
6. O -0.63
7. O -0.44
8. I 0.07
9. H 0.33
10. H 0.35
11. H 0.44
12. H 0.29
13. H 0.31
14. H 0.30
15. H 0.25
16. H 0.33

No. 4
A structure of composition C4H8IrO3. Source: OMol25; level of theory: ωB97M-V/def2-TZVPD.

```
! RIJCOSX wB97M-V def2-TZVPD def2/J DEFGRID3
* xyz 2 6
O -0.023 -0.821 -0.441
O 1.805 -0.496 -1.698
C 0.661 -0.767 -1.604
O 0.679 2.124 0.424
C 1.738 2.859 -0.088
C -1.146 -1.787 -0.339
C -1.734 -1.665 1.041
H 2.733 2.439 0.138
H 1.670 2.903 -1.192
H 1.711 3.898 0.288
H -1.864 -1.525 -1.124
H -0.710 -2.773 -0.528
H -2.142 -0.659 1.232
H -2.573 -2.368 1.117
H -1.009 -1.934 1.823
Ir 0.204 0.572 0.951
*
```

Values from the calculation:
E_LUMO (spin up / spin down) = -0.374 / -0.490 Ha
<S²> = 8.7635
Relative energy (zero: lowest compared OMol25 entry of this formula, charge and spin) = 0.808 eV
HOMO (spin up / spin down) = -0.684 / -0.777 Ha

Let us look at the Mulliken charges, expressed in e, one per atom:
1. O -0.46
2. O -0.21
3. C 0.42
4. O -0.20
5. C -0.47
6. C 0.12
7. C -1.52
8. H 0.30
9. H 0.31
10. H 0.30
11. H 0.34
12. H 0.39
13. H 0.46
14. H 0.34
15. H 0.47
16. Ir 1.40

No. 5
A structure of composition C4H8LaN3SSe4. Source: OMol25; level of theory: ωB97M-V/def2-TZVPD.

```
! RIJCOSX wB97M-V def2-TZVPD def2/J DEFGRID3
* xyz 0 1
La -1.435 -0.295 -2.492
Se -3.251 -1.575 -4.688
Se -2.560 -3.812 -4.257
Se -3.589 -3.755 -2.111
Se -1.535 -3.093 -1.104
C 1.156 -0.715 3.331
C 2.069 -0.129 2.267
C 1.287 0.492 1.158
N 0.680 -0.181 0.204
N 0.026 0.653 -0.681
C 0.166 1.923 -0.376
N -0.355 2.942 -1.087
S 1.114 2.196 1.030
H 1.748 -1.173 4.129
H 0.501 -1.486 2.910
H 0.520 0.057 3.778
H 2.700 -0.924 1.853
H 2.746 0.600 2.728
H -0.660 2.710 -2.026
H 0.080 3.852 -1.002
H -1.410 1.714 -3.564
*
```

Values from the calculation:
E_LUMO = -0.041 Ha
HOMO = -0.249 Ha

Let us look at the Mulliken charges, expressed in e, one per atom:
1. La 1.48
2. Se -0.52
3. Se -0.11
4. Se -0.12
5. Se -0.50
6. C -1.05
7. C -0.39
8. C 0.30
9. N -0.34
10. N -0.21
11. C 0.61
12. N -0.37
13. S -0.19
14. H 0.34
15. H 0.31
16. H 0.31
17. H 0.25
18. H 0.32
19. H -0.01
20. H 0.27
21. H -0.38

No. 6
A structure of composition C4H8LuO3. Source: OMol25; level of theory: ωB97M-V/def2-TZVPD.

```
! RIJCOSX wB97M-V def2-TZVPD def2/J DEFGRID3
* xyz 1 1
C 2.699 -0.662 -0.104
O 1.378 -0.345 0.285
C 0.393 -1.350 0.113
C -0.907 -0.708 0.607
O -1.876 -1.414 0.818
H 3.302 0.218 0.149
H 3.057 -1.538 0.455
H 2.728 -0.853 -1.186
H 0.650 -2.249 0.697
H 0.300 -1.608 -0.955
O -1.224 1.262 -0.173
C -2.473 1.831 -0.444
Lu 0.450 1.539 1.348
H -3.026 1.036 -0.972
H -3.173 2.080 0.370
H -2.280 2.760 -1.008
*
```

Values from the calculation:
E_LUMO (spin up / spin down) = -0.178 / -0.217 Ha
Relative energy (zero: lowest compared OMol25 entry of this formula, charge and spin) = 2.291 eV
HOMO (spin up / spin down) = -0.419 / -0.435 Ha

Let us look at the Mulliken charges, expressed in e, one per atom:
1. C -0.56
2. O -0.13
3. C 0.08
4. C -0.16
5. O -0.34
6. H 0.21
7. H 0.31
8. H 0.29
9. H 0.40
10. H 0.35
11. O -0.53
12. C -0.65
13. Lu 0.96
14. H 0.23
15. H 0.29
16. H 0.24

No. 7
A structure of composition C4H8MgO. Source: OMol25; level of theory: ωB97M-V/def2-TZVPD.

```
! RIJCOSX wB97M-V def2-TZVPD def2/J DEFGRID3
* xyz 2 1
H 0.735 1.304 -0.838
C -0.191 0.815 1.124
C -0.877 -0.509 1.400
C 0.287 -0.512 0.473
C 0.167 -0.619 -1.012
O 0.786 0.557 -1.609
Mg 1.072 0.881 -3.480
H 0.370 1.260 1.946
H -0.807 1.428 0.462
H -1.863 -0.656 0.955
H -0.735 -0.949 2.386
H 1.235 -0.878 0.875
H -0.890 -0.619 -1.313
H 0.710 -1.504 -1.369
*
```

Values from the calculation:
E_LUMO = -0.468 Ha
Relative energy (zero: lowest compared OMol25 entry of this formula, charge and spin) = 0.000 eV
HOMO = -0.659 Ha

Let us look at the Mulliken charges, expressed in e, one per atom:
1. H 0.42
2. C -0.80
3. C -0.60
4. C -0.03
5. C -0.46
6. O -0.45
7. Mg 1.58
8. H 0.29
9. H 0.40
10. H 0.23
11. H 0.30
12. H 0.36
13. H 0.33
14. H 0.41

No. 8
The ion C4H8N with charge +1. Source: OMol25; level of theory: ωB97M-V/def2-TZVPD.

```
! RIJCOSX wB97M-V def2-TZVPD def2/J DEFGRID3
* xyz 1 1
C -1.773 -0.046 -0.203
C -0.514 0.791 -0.401
C -0.630 -0.323 0.693
C 0.408 -0.341 -0.374
N 1.860 -0.071 0.099
H -2.612 0.337 0.279
H -2.240 -0.729 -0.832
H -0.457 1.867 -0.312
H -0.491 -0.316 1.737
H 0.376 -1.121 -1.400
H 1.861 -0.522 1.068
H 1.771 0.970 0.231
H 2.440 -0.494 -0.583
*
```

Values from the calculation:
E_LUMO = -0.141 Ha
Relative energy (zero: lowest compared OMol25 entry of this formula, charge and spin) = 2.474 eV
HOMO = -0.519 Ha
SMILES = [NH3+][C@@H]1[C@H]2C[C@@H]12

Let us look at the Mulliken charges, expressed in e, one per atom:
1. C -0.71
2. C -0.39
3. C -0.33
4. C 0.07
5. N -0.23
6. H 0.31
7. H 0.26
8. H 0.30
9. H 0.29
10. H 0.29
11. H 0.39
12. H 0.41
13. H 0.33

No. 9
The ion C4H8N with charge +1. Source: OMol25; level of theory: ωB97M-V/def2-TZVPD.

```
! RIJCOSX wB97M-V def2-TZVPD def2/J DEFGRID3
* xyz 1 1
C 1.026 1.283 -0.995
C 0.281 0.185 -0.271
C 0.493 -1.139 -0.642
C -1.337 -0.387 1.435
N -0.581 0.570 0.659
H 0.519 1.546 -1.921
H 2.060 1.011 -1.191
H 1.034 2.155 -0.348
H -0.053 -1.960 -0.199
H 1.206 -1.387 -1.419
H -0.745 -1.255 1.726
H -2.191 -0.738 0.843
H -1.710 0.116 2.322
*
```

Values from the calculation:
E_LUMO = -0.315 Ha
Relative energy (zero: lowest compared OMol25 entry of this formula, charge and spin) = 2.654 eV
HOMO = -0.596 Ha

Let us look at the Mulliken charges, expressed in e, one per atom:
1. C -1.11
2. C 0.97
3. C -0.58
4. C -0.82
5. N -0.13
6. H 0.31
7. H 0.39
8. H 0.34
9. H 0.29
10. H 0.30
11. H 0.35
12. H 0.40
13. H 0.28

No. 10
A structure of composition C4H8N. Source: OMol25; level of theory: ωB97M-V/def2-TZVPD.

```
! RIJCOSX wB97M-V def2-TZVPD def2/J DEFGRID3
* xyz 1 1
C 2.221 -0.038 0.345
C -1.631 0.113 -0.218
C -1.082 -0.987 0.100
C -1.890 1.429 -0.313
N 1.326 -0.685 -0.248
H 2.295 -0.508 1.362
H 3.122 0.740 0.337
H -0.590 -1.436 1.142
H 0.120 -0.677 0.031
H -1.266 -1.892 -0.476
H -1.216 2.286 -0.690
H -2.898 1.957 -0.094
H 1.490 -0.303 -1.280
*
```

Values from the calculation:
E_LUMO = -0.184 Ha
Relative energy (zero: lowest compared OMol25 entry of this formula, charge and spin) = 5.309 eV
HOMO = -0.543 Ha

Let us look at the Mulliken charges, expressed in e, one per atom:
1. C -0.11
2. C 0.46
3. C -0.57
4. C -0.70
5. N -0.39
6. H 0.22
7. H 0.29
8. H 0.34
9. H 0.36
10. H 0.30
11. H 0.24
12. H 0.26
13. H 0.31

Number 1: F_max 6.94 eV/A, calculated total energy -19315.8459 eV. Number 2: F_max 4.49 eV/A, calculated total energy -15349.6707 eV. Number 3: F_max 6.17 eV/A, calculated total energy -17959.8158 eV. Number 4: F_max 4.54 eV/A, calculated total energy -13230.9043 eV. Number 5: F_max 2.91 eV/A, calculated total energy -281827.7975 eV. Number 6: F_max 4.65 eV/A, calculated total energy -44029.7014 eV. Number 7: F_max 3.23 eV/A, calculated total energy -11749.7041 eV. Number 8: F_max 4.92 eV/A, calculated total energy -5757.3905 eV. Number 9: F_max 1.27 eV/A, calculated total energy -5757.2105 eV. Number 10: F_max 7.62 eV/A, calculated total energy -5754.5550 eV.